The following is a DFT calculation (the ωB97M-V functional and the def2-TZVPD basis) of C5H10O2 in the gas phase.

Calculated values
Charge: 0
F_max (eV Å⁻¹): 0.54
HOMO energy (eV): -8.38
HOMO-LUMO gap (Eh): 0.3244
Total energy (eV): -9438.118

Each line ends with the Mulliken charge.
Cartesian coordinates (Å):
C  -0.365416  1.189220  2.209968  -0.89
C  -0.285034  -0.043236  1.355870  -0.09
C  0.045665  0.243763  -1.212571  -0.51
C  -0.821450  -1.006789  -1.471750  -0.32
O  -0.183800  -2.203312  -1.073985  -0.57
C  1.282450  -0.021830  -0.365729  -0.49
O  1.006726  -0.136747  1.039494  -0.26
H  -1.146854  1.792277  1.720990  0.27
H  -0.703833  1.000224  3.226762  0.32
H  0.581186  1.746799  2.190827  0.28
H  0.429094  0.656409  -2.148763  0.40
H  -0.566096  1.035667  -0.754990  0.22
H  -1.013407  -1.102840  -2.544108  0.36
H  -1.786106  -0.907726  -0.961672  0.22
H  -0.229490  -2.216742  -0.106203  0.37
H  1.921631  0.865944  -0.383831  0.32
H  1.834733  -0.891081  -0.720308  0.38

Atomic forces in eV per Å
-0.087 -0.086 0.235
0.300 0.424 0.152
0.108 -0.016 -0.149
-0.177 0.193 -0.195
-0.043 -0.110 0.265
0.164 0.048 -0.497
-0.255 0.279 0.127
0.026 -0.130 0.179
-0.143 -0.014 0.108
-0.208 -0.117 0.256
-0.046 -0.093 -0.114
0.206 -0.150 -0.109
0.013 -0.041 0.118
0.153 0.048 -0.055
-0.023 -0.066 -0.121
0.037 -0.190 -0.270
-0.027 0.019 0.069